No. 1
18
Properties=species:S:1:pos:R:3 method="wB97M-V/def2-TZVPD" homo_energy_ev=-8.3 smiles="C=CC(=C)N.O.O" relative_energy_ev=1.680 gap_ev=9.0161
C 0.6379 1.7572 1.3974
C -0.4615 1.1138 1.0264
C -0.8453 0.8254 -0.3637
C -1.9971 0.1726 -0.6234
N 0.1307 0.9805 -1.3285
H 0.7927 1.9175 2.4586
H 1.3587 2.1820 0.7130
H -0.9940 0.5244 1.7674
H -2.7048 0.1010 0.1898
H -2.2637 -0.3162 -1.5498
H -0.0863 0.6700 -2.2557
H 1.0840 0.8326 -1.0510
O 2.2193 -1.0947 -0.3907
H 1.5891 -1.8111 -0.1660
H 3.0939 -1.4862 -0.3144
O -0.2204 -2.3417 0.0100
H -0.6740 -1.5692 -0.3776
H -0.6592 -2.4578 0.8582

No. 2
18
Properties=species:S:1:pos:R:3 method="wB97M-V/def2-TZVPD" homo_energy_ev=-9.7 smiles="CCC(=O)NC.O" relative_energy_ev=0.316 gap_ev=10.5716
C 0.3208 0.6126 2.1848
C 1.2953 0.7055 1.0119
C 0.6491 0.2996 -0.3065
O 0.6041 -0.8375 -0.7303
N 0.0198 1.3099 -0.9519
C -0.7468 1.0492 -2.1575
H 0.8540 0.8483 3.1054
H -0.4769 1.3459 2.0926
H -0.0465 -0.4098 2.3049
H 2.0993 -0.0151 1.1674
H 1.7522 1.6872 0.8808
H 0.2561 2.2483 -0.6861
H -0.1675 0.4982 -2.8898
H -1.0625 1.9772 -2.6153
H -1.6372 0.4689 -1.9218
O -1.5249 -3.8443 0.1098
H -1.5544 -4.4652 -0.6340
H -0.6339 -3.4790 0.0356

No. 3
18
Properties=species:S:1:pos:R:3 method="wB97M-V/def2-TZVPD" homo_energy_ev=-9.5 smiles="CC(C)C(N)=O.O" relative_energy_ev=0.619 gap_ev=9.9892
C 0.3140 -1.2991 0.9521
C -0.6376 -0.0520 1.0423
C -1.8861 -0.0219 0.1708
C 0.2685 1.1507 0.9498
N 0.7045 1.5185 -0.3094
O 0.5903 1.8566 1.8913
H 1.3308 -1.0343 1.2152
H 0.3285 -1.9359 0.0691
H -0.0130 -1.9315 1.7866
H -0.9060 -0.0274 2.0954
H -2.5842 -0.8288 0.4009
H -2.4157 0.8761 0.5084
H -1.7479 -0.1267 -0.9083
H 0.5320 0.7731 -1.0062
H 1.4869 2.1495 -0.3115
O 1.5247 -0.0460 -2.9930
H 2.2144 -0.2857 -2.3747
H 0.8959 -0.7351 -3.1789

No. 4
18
Properties=species:S:1:pos:R:3 method="wB97M-V/def2-TZVPD" homo_energy_ev=-8.2 smiles="C=CC(=C)N.O.O" relative_energy_ev=3.584 gap_ev=8.6732
C -1.1725 1.4712 -1.2541
C -0.1852 0.6540 -1.5948
C -0.0808 -0.6359 -1.0227
C -0.9559 -1.5769 -1.3960
N 1.0315 -0.9512 -0.1629
H -1.3410 2.4342 -1.5807
H -2.0594 1.3883 -0.5443
H 0.6276 1.0699 -2.2279
H -1.7958 -1.3176 -2.0567
H -0.7666 -2.6110 -1.1638
H 1.7190 -0.2659 0.0260
H 0.9482 -1.5385 0.5564
O -0.9055 -1.5000 2.2530
H -0.2240 -1.3258 2.8886
H -0.6182 -0.9243 1.5454
O 1.7661 1.7396 1.7380
H 2.2106 2.4871 1.4883
H 1.8021 1.4028 2.5084

No. 5
18
Properties=species:S:1:pos:R:3 method="wB97M-V/def2-TZVPD" homo_energy_ev=-9.1 smiles="CO[C@H](C)O.C=N" relative_energy_ev=2.992 gap_ev=9.5079
C 1.1055 -0.1126 2.0127
O 1.3172 -0.1633 0.6156
C 0.3753 0.4925 -0.2042
C 1.0952 1.5413 -1.0422
O -0.7619 0.9661 0.3338
H 0.1321 -0.5605 2.2543
H 1.1276 0.9126 2.3963
H 1.8735 -0.7093 2.4996
H 0.0430 -0.3784 -0.9335
H 2.0039 1.1343 -1.4824
H 0.4393 1.8765 -1.8442
H 1.3473 2.3868 -0.4045
H -1.5732 0.1857 0.2111
C -1.4715 -1.4802 -1.2336
N -2.1988 -1.0058 -0.2745
H -1.4980 -0.9583 -2.1845
H -1.0908 -2.5038 -1.2519
H -2.2656 -1.6237 0.5319

No. 6
18
Properties=species:S:1:pos:R:3 method="wB97M-V/def2-TZVPD" homo_energy_ev="-14.1 / -14.1" charge=+1 relative_energy_ev=2.404 spin_multiplicity=2 gap_ev="9.1030 / 4.9663"
C 2.5805 0.3094 0.0787
N 1.7215 0.7782 -0.8995
C -0.4782 0.8916 0.5709
C 0.1531 0.6428 -0.8244
C -0.2374 -0.8010 -1.2809
O 2.1328 -0.1602 1.1185
H 3.6144 0.8741 0.2277
H 2.1578 0.9479 -1.7747
H -0.0613 0.0747 1.1957
H -1.5218 0.5397 0.5093
H -0.2916 1.7768 1.1249
H -0.0054 1.3026 -1.7634
H -0.0441 -0.6983 -2.4348
H 0.4700 -1.4741 -0.8635
H -1.2014 -1.3132 -1.1394
H -4.5430 -2.1381 0.9666
H -4.8985 -0.7866 0.5280
O -4.3620 -1.1909 1.1883